No. 1
Computed, not measured: C45H54ClCrGeN3OPSi as an isolated structure at a distorted geometry, with ωB97M-V/def2-TZVPD.

Properties
2S+1: 5
E_HOMO (alpha / beta) in eV: -9.7 / -10.2
E_LUMO (alpha / beta) in eV: -3.236 / -3.251
Orbital gap (alpha / beta) in hartree: 0.238 / 0.257
Relative energy (zero: lowest compared OMol25 entry of this formula, charge and spin) in eV: 1.2731
Charge: +1

CARTESIAN COORDINATES (ANGSTROEM)
Cr  -0.579  -0.392  -0.117
Cl  5.920  -1.470  -3.374
C  4.493  -0.950  -2.539
C  4.437  0.350  -2.017
C  3.314  0.797  -1.374
C  2.181  -0.034  -1.208
O  1.129  0.454  -0.627
C  2.265  -1.361  -1.711
C  1.211  -2.318  -1.593
N  0.092  -2.155  -0.956
C  -0.874  -3.190  -0.959
C  -0.606  -4.531  -1.066
C  -1.665  -5.463  -1.150
C  -2.966  -5.048  -1.150
C  -3.270  -3.671  -1.010
C  -4.590  -3.158  -1.031
C  -4.798  -1.812  -0.911
C  -3.684  -0.976  -0.698
N  -2.451  -1.425  -0.633
C  -2.222  -2.753  -0.855
C  3.428  -1.793  -2.387
H  5.292  1.001  -2.139
H  3.259  1.805  -0.987
H  1.382  -3.264  -2.107
H  0.412  -4.893  -1.083
H  -1.426  -6.514  -1.237
H  -3.775  -5.758  -1.250
H  -5.421  -3.839  -1.157
H  -5.786  -1.378  -0.946
H  -3.821  0.089  -0.547
H  3.476  -2.799  -2.782
N  -0.949  1.713  0.554
C  -1.366  2.921  -0.149
C  -1.548  4.075  0.604
C  -1.923  5.260  -0.003
C  -2.113  5.300  -1.376
C  -1.938  4.149  -2.123
C  -1.566  2.941  -1.528
P  -1.447  1.393  -2.473
C  0.155  1.519  -3.338
C  0.967  2.647  -3.317
C  2.153  2.673  -4.038
C  2.541  1.571  -4.784
C  1.742  0.437  -4.801
C  0.560  0.411  -4.079
C  -2.576  1.629  -3.885
C  -3.887  1.176  -3.744
C  -4.810  1.334  -4.767
C  -4.425  1.946  -5.952
C  -3.121  2.393  -6.106
C  -2.202  2.236  -5.081
H  0.054  1.792  0.726
H  -1.386  1.734  1.470
H  -1.389  4.041  1.676
H  -2.065  6.149  0.597
H  -2.402  6.222  -1.862
H  -2.110  4.172  -3.191
H  0.678  3.517  -2.740
H  2.775  3.559  -4.017
H  3.465  1.592  -5.346
H  2.041  -0.429  -5.376
H  -0.061  -0.479  -4.104
H  -4.194  0.689  -2.827
H  -5.823  0.977  -4.641
H  -5.138  2.068  -6.756
H  -2.817  2.865  -7.031
H  -1.184  2.578  -5.221
C  -1.885  -2.858  2.556
Si  -1.487  -1.007  2.561
C  -3.143  -0.103  2.323
C  -1.010  -0.405  4.295
H  -1.989  -3.216  3.580
H  -1.130  -3.470  2.065
H  -2.836  -3.036  2.050
H  -3.551  -0.059  3.336
H  -3.848  -0.657  1.712
H  -3.112  0.919  1.951
H  -1.636  -0.942  5.012
H  -1.265  0.653  4.395
H  0.022  -0.528  4.615
C  3.642  -1.610  6.265
C  2.387  -1.550  5.408
C  2.466  -2.480  4.203
C  1.179  -2.514  3.374
Ge  1.057  -1.038  2.043
C  1.792  0.696  2.652
C  3.323  0.674  2.735
C  3.932  2.058  2.954
C  3.559  2.671  4.296
H  3.595  -0.908  7.097
H  4.530  -1.368  5.678
H  3.789  -2.608  6.679
H  2.221  -0.517  5.085
H  1.512  -1.821  6.007
H  2.693  -3.487  4.567
H  3.318  -2.202  3.574
H  0.322  -2.595  4.039
H  1.179  -3.413  2.750
H  2.040  -1.504  0.951
H  1.337  1.011  3.591
H  1.538  1.447  1.899
H  3.725  0.244  1.812
H  3.651  0.019  3.546
H  3.619  2.721  2.140
H  5.019  1.979  2.881
H  2.486  2.845  4.380
H  4.056  3.628  4.450
H  3.852  2.013  5.117

These are the Löwdin partial charges, in e, on atoms 1 to 99: Cr 0.501; Cl 0.678; C -0.670; C -0.078; C 0.002; C -0.364; O -0.238; C -0.155; C -0.050; N 0.001; C -0.196; C 0.006; C -0.044; C -0.012; C -0.142; C 0.025; C -0.019; C -0.153; N 0.034; C -0.166; C -0.056; H 0.116; H 0.126; H 0.136; H 0.118; H 0.115; H 0.121; H 0.129; H 0.118; H 0.114; H 0.118; N 0.022; C -0.276; C -0.026; C -0.061; C -0.061; C -0.068; C -0.307; P 1.108; C -0.394; C -0.082; C -0.074; C -0.077; C -0.071; C -0.109; C -0.367; C -0.099; C -0.076; C -0.074; C -0.067; C -0.087; H 0.064; H 0.061; H 0.118; H 0.112; H 0.112; H 0.107; H 0.104; H 0.110; H 0.111; H 0.112; H 0.112; H 0.075; H 0.105; H 0.108; H 0.109; H 0.107; C -0.199; Si 0.498; C -0.188; C -0.222; H 0.044; H 0.020; H 0.029; H 0.047; H 0.011; H 0.022; H 0.052; H 0.042; H -0.013; C -0.104; C -0.290; C -0.279; C -0.344; Ge 0.899; C -0.326; C -0.284; C -0.263; C -0.105; H 0.073; H 0.073; H 0.076; H 0.079; H 0.114; H 0.115; H 0.100; H 0.042; H 0.063; H 0.016

No. 2
Computed, not measured: C45H54MoN6O2P2SiTe as an isolated structure, with ωB97M-V/def2-TZVPD.

Properties
2S+1: 4
E_HOMO (alpha / beta) in eV: -9.7 / -10.3
E_LUMO (alpha / beta) in eV: -2.435 / -4.993
Orbital gap (alpha / beta) in hartree: 0.266 / 0.196
Relative energy (zero: lowest compared OMol25 entry of this formula, charge and spin) in eV: 0.0000
Charge: +1

CARTESIAN COORDINATES (ANGSTROEM)
Mo  -1.356  -0.384  1.034
C  0.954  -1.774  3.768
C  0.327  -0.419  3.913
C  0.722  0.488  4.871
C  0.112  1.742  4.901
C  -0.894  2.064  4.020
C  -1.313  1.077  3.117
N  -0.688  -0.123  3.085
N  -2.278  1.149  2.141
Si  -3.494  2.434  2.165
C  -2.750  3.964  1.372
C  -5.038  1.916  1.238
C  -3.972  2.769  3.957
H  0.758  -2.382  4.654
H  2.035  -1.695  3.655
H  0.555  -2.288  2.893
H  1.516  0.237  5.559
H  0.445  2.479  5.621
H  -1.344  3.044  4.015
H  -2.139  3.698  0.505
H  -2.119  4.525  2.064
H  -3.533  4.642  1.026
H  -5.376  2.728  0.592
H  -5.849  1.710  1.938
H  -4.906  1.038  0.611
H  -3.543  3.692  4.347
H  -3.659  1.962  4.623
H  -5.057  2.859  4.039
C  -2.914  -1.884  4.046
P  -3.162  -1.799  2.247
C  -4.934  -1.407  2.126
C  -3.087  -3.535  1.700
C  -3.688  -4.573  2.408
C  -3.628  -5.872  1.934
C  -2.975  -6.144  0.737
C  -2.384  -5.117  0.021
C  -2.431  -3.809  0.501
P  -1.719  -2.415  -0.430
C  -0.291  -3.145  -1.284
C  -2.909  -2.179  -1.781
H  -3.713  -2.458  4.516
H  -2.923  -0.871  4.449
H  -1.952  -2.339  4.273
H  -5.519  -2.205  2.587
H  -5.241  -1.290  1.088
H  -5.129  -0.472  2.650
H  -4.204  -4.372  3.339
H  -4.090  -6.674  2.493
H  -2.930  -7.157  0.363
H  -1.885  -5.347  -0.911
H  -0.631  -3.862  -2.033
H  0.354  -3.649  -0.568
H  0.277  -2.361  -1.785
H  -3.123  -3.153  -2.224
H  -2.493  -1.514  -2.538
H  -3.830  -1.734  -1.407
C  4.793  0.384  -7.444
C  3.962  0.450  -6.196
C  3.118  1.525  -5.950
C  2.351  1.610  -4.795
C  1.469  2.802  -4.576
C  2.454  0.570  -3.862
Te  1.208  0.643  -2.159
N  0.446  -0.155  0.520
C  1.571  0.218  1.194
O  1.659  1.291  1.784
C  2.778  -0.678  1.121
C  3.971  -0.225  1.679
C  5.103  -1.022  1.642
C  5.053  -2.281  1.053
C  3.866  -2.738  0.499
C  2.735  -1.933  0.533
C  1.982  2.281  -1.165
C  0.999  3.087  -0.588
C  1.366  4.243  0.077
C  2.711  4.558  0.187
C  3.678  3.722  -0.353
C  3.346  2.561  -1.041
C  4.432  1.661  -1.554
C  3.287  -0.531  -4.080
C  3.451  -1.658  -3.102
C  4.030  -0.567  -5.254
H  4.524  1.172  -8.146
H  4.667  -0.576  -7.945
H  5.852  0.492  -7.207
H  3.048  2.324  -6.679
H  1.479  3.452  -5.449
H  1.787  3.394  -3.715
H  0.429  2.523  -4.397
H  3.987  0.757  2.134
H  6.029  -0.668  2.077
H  5.938  -2.903  1.030
H  3.823  -3.718  0.040
H  1.803  -2.274  0.111
H  -0.043  2.809  -0.661
H  0.606  4.875  0.515
H  3.017  5.453  0.712
H  4.726  3.970  -0.231
H  5.396  1.984  -1.164
H  4.491  1.664  -2.643
H  4.275  0.629  -1.229
H  2.719  -1.644  -2.292
H  4.434  -1.622  -2.628
H  3.367  -2.622  -3.605
H  4.682  -1.414  -5.434
O  -1.937  0.578  -0.746
N  -3.221  0.689  -1.007
C  -3.518  1.629  -1.852
C  -4.892  1.794  -2.217
N  -5.996  1.926  -2.503
C  -2.527  2.496  -2.414
N  -1.730  3.192  -2.863

These are the Löwdin partial charges, in e, on atoms 1 to 99: Mo 1.297; C -0.017; C -0.329; C -0.024; C -0.029; C -0.018; C -0.464; N -0.050; N -0.188; Si 0.436; C -0.156; C -0.179; C -0.166; H 0.089; H 0.085; H 0.067; H 0.120; H 0.118; H 0.094; H 0.011; H 0.028; H 0.037; H 0.037; H 0.032; H -0.013; H 0.033; H 0.028; H 0.032; C -0.229; P 0.844; C -0.226; C -0.375; C -0.073; C -0.053; C -0.055; C -0.077; C -0.376; P 0.833; C -0.245; C -0.230; H 0.051; H 0.046; H 0.044; H 0.054; H 0.047; H 0.036; H 0.106; H 0.115; H 0.114; H 0.103; H 0.052; H 0.049; H 0.004; H 0.059; H 0.052; H 0.040; C -0.037; C -0.247; C 0.003; C -0.300; C -0.065; C -0.411; Te 1.768; N -0.217; C -0.625; O 0.041; C -0.186; C -0.024; C -0.064; C -0.074; C -0.076; C -0.068; C -0.457; C -0.143; C -0.054; C -0.041; C -0.026; C -0.283; C -0.032; C -0.314; C -0.067; C -0.006; H 0.079; H 0.087; H 0.090; H 0.123; H 0.088; H 0.080; H 0.049; H 0.122; H 0.108; H 0.107; H 0.107; H 0.063; H 0.066; H 0.110; H 0.114; H 0.118; H 0.089

No. 3
Computed, not measured: C45H55BrLuN12O3 as an isolated structure at a distorted geometry, with ωB97M-V/def2-TZVPD.

Properties
2S+1: 1
E_HOMO in eV: -4.5
E_LUMO in eV: 2.068
Orbital gap in hartree: 0.240
Charge: -1

CARTESIAN COORDINATES (ANGSTROEM)
Lu  0.633  0.853  2.498
C  0.600  -3.345  3.693
C  0.393  -1.870  4.045
O  0.072  -1.125  3.070
C  0.642  -1.374  5.301
C  0.683  -0.026  5.806
C  0.774  0.096  7.332
N  0.803  0.945  5.028
N  0.883  2.238  5.460
C  1.190  3.087  4.472
O  1.728  2.617  3.355
C  1.067  4.499  4.636
C  1.416  5.369  3.636
C  1.369  6.766  3.864
C  0.900  7.231  5.052
C  0.453  6.310  6.035
C  0.527  4.971  5.833
H  1.309  -3.413  2.861
H  -0.471  -3.678  3.343
H  0.859  -3.969  4.575
H  0.896  -2.197  5.991
H  1.695  0.633  7.552
H  0.833  -0.885  7.805
H  -0.048  0.699  7.775
H  1.659  4.981  2.614
H  1.575  7.355  2.980
H  0.849  8.258  5.289
H  -0.081  6.760  6.833
H  0.172  4.239  6.633
Br  3.237  -0.586  3.362
C  3.952  -0.780  1.588
C  5.017  -1.561  1.514
C  5.508  -1.882  0.251
C  4.872  -1.566  -0.918
C  3.741  -0.733  -0.851
C  3.078  -0.359  -2.039
C  2.054  0.533  -1.946
C  1.569  0.905  -0.681
C  2.068  0.520  0.558
C  3.248  -0.260  0.435
H  5.481  -1.951  2.429
H  6.370  -2.494  0.257
H  5.259  -1.863  -1.900
H  3.380  -0.725  -3.038
H  1.583  0.960  -2.802
H  0.710  1.553  -0.813
C  -4.597  -2.565  -0.166
N  -3.294  -1.972  0.103
C  -3.298  -0.473  0.154
C  -2.180  -2.470  -0.645
N  -1.472  -1.728  -1.341
C  -0.243  -2.175  -1.881
C  0.648  -2.750  -1.020
C  1.728  -3.506  -1.510
C  1.960  -3.625  -2.873
C  1.238  -2.835  -3.806
C  1.505  -2.797  -5.205
C  0.783  -2.011  -6.019
C  -0.190  -1.100  -5.541
C  -0.565  -1.166  -4.239
N  -1.404  -0.158  -3.749
C  -2.643  -0.154  -3.935
N  -3.393  -1.234  -4.503
C  -4.555  -0.995  -5.366
C  -3.096  -2.654  -4.313
N  -3.337  0.944  -3.627
C  -2.601  2.130  -3.284
C  -4.685  0.887  -3.093
C  0.126  -1.999  -3.258
N  -2.203  -3.882  -0.453
C  -1.626  -4.737  -1.483
C  -2.275  -4.376  0.899
H  -5.006  -2.445  -1.161
H  -5.317  -2.221  0.540
H  -4.568  -3.617  0.051
H  -3.338  -0.017  -0.805
H  -2.404  -0.187  0.658
H  -4.099  -0.043  0.755
H  0.427  -2.869  0.007
H  2.361  -3.976  -0.770
H  2.635  -4.362  -3.243
H  2.342  -3.333  -5.614
H  1.147  -1.911  -7.029
H  -0.600  -0.396  -6.266
H  -4.690  0.069  -5.627
H  -5.519  -1.248  -4.930
H  -4.528  -1.563  -6.342
H  -2.492  -2.760  -3.426
H  -2.637  -3.075  -5.184
H  -4.010  -3.284  -4.268
H  -1.913  2.257  -4.100
H  -1.933  1.961  -2.442
H  -3.213  2.965  -3.214
H  -4.920  -0.144  -2.739
H  -5.446  1.127  -3.820
H  -4.823  1.663  -2.320
H  -0.979  -4.148  -2.111
H  -2.449  -5.225  -2.037
H  -1.032  -5.508  -1.039
H  -3.020  -3.911  1.489
H  -1.371  -4.131  1.505
H  -2.356  -5.462  0.918
N  3.057  3.510  -1.444
C  3.560  4.125  -0.327
N  3.690  3.387  0.765
N  3.727  5.416  -0.391
C  4.078  6.136  0.645
N  4.221  6.947  1.432
H  3.184  2.509  -1.470
H  3.095  3.987  -2.339
H  3.306  2.490  0.783
H  3.599  3.828  1.665
C  -1.308  3.040  0.939
O  -0.868  2.053  1.746
H  -2.324  3.393  1.157
H  -1.471  2.704  -0.094
H  -0.632  3.934  0.875

These are the Löwdin partial charges, in e, on atoms 1 to 99: Lu 1.588; C -0.035; C -0.594; O -0.279; C -0.096; C -0.375; C -0.038; N -0.077; N 0.064; C -0.440; O -0.263; C -0.188; C -0.010; C -0.078; C -0.093; C -0.096; C -0.043; H 0.068; H 0.091; H 0.073; H 0.092; H 0.067; H 0.058; H 0.081; H 0.116; H 0.093; H 0.081; H 0.083; H 0.132; Br 0.914; C -0.553; C -0.182; C -0.098; C -0.045; C -0.180; C -0.055; C -0.125; C -0.171; C -0.204; C -0.220; H 0.102; H 0.085; H 0.117; H 0.123; H 0.101; H 0.083; C -0.079; N -0.130; C -0.036; C -0.359; N 0.199; C -0.229; C -0.043; C -0.064; C -0.051; C -0.143; C -0.076; C -0.105; C -0.034; C -0.236; N 0.162; C -0.403; N -0.116; C -0.098; C -0.052; N -0.152; C -0.047; C -0.072; C -0.016; N -0.153; C -0.044; C -0.071; H 0.076; H 0.074; H 0.063; H 0.046; H 0.062; H 0.089; H 0.108; H 0.107; H 0.094; H 0.101; H 0.095; H 0.115; H 0.082; H 0.068; H 0.096; H 0.058; H 0.074; H 0.093; H 0.082; H 0.079; H 0.067; H 0.093; H 0.063; H 0.094; H 0.058; H 0.092; H 0.079

The records above give, respectively, molecular weight values of 872.07, 1024.54, 1066.89 g mol⁻¹.
The records above give, respectively, E values of -6199.0029, -3534.4187, -6440.2060 Eh.